1.
Computed, not measured: 2 unconnected molecules or ions with the total composition CH3Br3OSi at a distorted geometry, with the ωB97M-V functional and the def2-TZVPD basis.

Each line ends with the Mulliken charge.
Positions of all 9 atoms, in Å:
1 C 0.246 0.798 -0.914  -0.26
2 O -0.129 0.521 0.470  0.01
3 Si 0.024 -0.723 1.400  0.31
4 Br -2.767 -1.047 -1.674  -0.20
5 Br 1.685 -2.209 1.030  -0.19
6 Br 0.067 0.172 3.399  -0.16
7 H 1.254 0.266 -1.178  0.23
8 H 0.185 1.868 -0.986  0.19
9 H -0.565 0.354 -1.547  0.06

Calculated values
Electronic energy = -221138.788 eV
Relative energy (zero: lowest compared OMol25 entry of this formula, charge and spin) = 92.89 kcal per mole
LUMO level (alpha / beta) = -1.86 / -3.72 eV
Gap between HOMO and LUMO (alpha / beta) = 8.72 / 4.34 eV

=====

2.
Computed, not measured: a molecular structure, C39H106N9O10Pd at a distorted geometry, with the ωB97M-V functional and the def2-TZVPD basis.

Each line ends with the Mulliken charge.
Positions of all 165 atoms, in Å:
1 Pd 28.270 0.884 18.385  0.19
2 C 24.728 -0.913 17.589  1.45
3 C 24.953 0.568 17.822  1.81
4 C 24.545 0.913 19.269  -1.20
5 O 26.266 0.996 17.642  1.07
6 H 23.674 -1.178 17.455  -0.53
7 H 25.049 -1.521 18.444  -0.91
8 H 25.261 -1.319 16.725  -0.79
9 H 24.261 1.144 17.178  -0.37
10 H 24.645 1.982 19.454  -0.46
11 H 25.214 0.350 19.928  0.50
12 H 23.520 0.594 19.487  0.24
13 C 21.517 2.562 17.733  -1.60
14 C 20.718 1.348 17.272  2.07
15 C 20.499 0.394 18.439  -0.74
16 O 19.802 -0.745 17.966  -0.36
17 C 19.587 -1.763 18.926  -0.82
18 N 19.438 1.700 16.668  -0.76
19 H 22.526 2.207 17.981  0.27
20 H 21.142 3.042 18.636  0.43
21 H 21.624 3.245 16.892  0.38
22 H 21.333 0.819 16.522  -0.97
23 H 19.886 0.909 19.188  0.46
24 H 21.468 0.029 18.800  0.04
25 H 20.519 -2.284 19.222  0.25
26 H 18.933 -2.544 18.539  0.28
27 H 19.140 -1.372 19.855  0.33
28 H 18.769 0.946 16.782  0.32
29 H 19.519 1.824 15.665  0.30
30 C 27.424 -2.858 18.906  -1.13
31 C 28.792 -2.359 18.523  0.48
32 C 29.576 -3.424 17.787  -1.01
33 O 30.665 -2.777 17.192  -0.39
34 C 31.377 -3.553 16.252  -0.77
35 N 28.618 -1.143 17.570  0.03
36 H 26.876 -2.194 19.575  0.17
37 H 27.473 -3.814 19.440  0.48
38 H 26.815 -3.076 18.023  0.24
39 H 29.365 -2.001 19.379  0.41
40 H 29.026 -3.940 16.989  0.34
41 H 29.968 -4.198 18.456  0.53
42 H 31.453 -4.599 16.573  0.34
43 H 32.356 -3.140 16.053  0.25
44 H 30.801 -3.593 15.313  0.28
45 H 29.414 -1.297 16.926  0.34
46 H 27.818 -1.471 17.012  -0.25
47 C 25.820 3.472 12.837  -1.94
48 C 25.112 2.787 13.971  0.58
49 C 24.449 1.497 13.536  0.90
50 O 23.529 1.696 12.484  -0.51
51 C 22.281 2.247 12.938  -0.65
52 N 26.080 2.506 15.028  0.58
53 H 25.116 3.705 12.039  0.46
54 H 26.600 2.821 12.433  0.27
55 H 26.277 4.422 13.125  0.43
56 H 24.364 3.482 14.378  0.41
57 H 23.951 0.999 14.375  -0.28
58 H 25.270 0.900 13.132  -0.48
59 H 21.618 2.304 12.074  0.33
60 H 22.396 3.304 13.223  0.28
61 H 21.858 1.654 13.750  0.19
62 H 25.689 2.093 15.872  -1.07
63 H 26.614 3.329 15.252  -0.18
64 C 26.740 -3.476 14.198  -1.11
65 C 27.038 -2.162 13.525  0.48
66 C 26.133 -1.785 12.377  -0.51
67 O 26.732 -0.668 11.740  -0.37
68 C 26.083 -0.344 10.508  -0.70
69 N 27.190 -1.081 14.511  -0.05
70 H 27.401 -3.583 15.062  -0.02
71 H 26.903 -4.355 13.573  0.51
72 H 25.714 -3.578 14.574  0.06
73 H 28.038 -2.285 13.098  0.30
74 H 25.085 -1.645 12.682  0.08
75 H 26.117 -2.604 11.638  0.67
76 H 26.007 -1.194 9.831  0.33
77 H 26.673 0.459 10.064  0.26
78 H 25.109 0.108 10.736  0.23
79 H 26.311 -0.922 15.017  -0.68
80 H 27.212 -0.215 13.958  0.30
81 C 29.336 4.081 15.410  -1.37
82 C 29.216 3.248 16.695  0.03
83 C 28.187 3.798 17.669  -0.06
84 O 28.250 3.063 18.904  -0.29
85 C 27.697 3.780 19.998  -0.72
86 N 28.795 1.846 16.362  -0.12
87 H 29.142 5.141 15.620  0.39
88 H 28.634 3.745 14.654  0.35
89 H 30.348 4.096 15.009  0.39
90 H 30.177 3.168 17.211  0.57
91 H 27.181 3.609 17.273  -0.25
92 H 28.418 4.842 17.877  0.66
93 H 28.090 4.786 20.139  0.37
94 H 27.713 3.209 20.924  0.33
95 H 26.615 3.889 19.806  0.04
96 H 27.871 1.915 15.859  0.06
97 H 29.394 1.487 15.613  0.36
98 C 23.209 5.010 25.981  -1.51
99 C 23.162 5.741 24.640  0.44
100 C 22.987 4.825 23.462  0.35
101 O 23.917 3.768 23.541  -0.42
102 C 24.469 3.497 22.288  -0.64
103 N 22.166 6.842 24.589  -0.65
104 H 24.169 4.485 26.093  0.36
105 H 22.470 4.241 26.206  0.33
106 H 23.290 5.751 26.784  0.41
107 H 24.125 6.262 24.614  0.18
108 H 23.145 5.426 22.557  -0.57
109 H 21.948 4.480 23.372  0.24
110 H 25.157 2.648 22.403  0.35
111 H 25.101 4.283 21.847  0.26
112 H 23.722 3.146 21.560  0.30
113 H 22.424 7.429 25.390  0.30
114 H 21.258 6.504 24.935  0.25
115 C 22.659 -1.954 14.659  -0.60
116 C 21.382 -2.683 14.999  0.30
117 C 21.496 -3.337 16.370  -0.02
118 O 22.282 -4.509 16.272  -0.45
119 C 22.368 -5.252 17.469  -0.63
120 N 20.260 -1.697 15.025  -0.60
121 H 23.536 -2.603 14.694  0.01
122 H 22.768 -1.120 15.365  -0.54
123 H 22.597 -1.465 13.688  0.41
124 H 21.131 -3.448 14.266  0.59
125 H 20.507 -3.660 16.730  0.59
126 H 21.919 -2.606 17.084  -0.29
127 H 21.374 -5.630 17.750  0.30
128 H 22.788 -4.617 18.255  0.16
129 H 22.975 -6.130 17.269  0.28
130 H 19.404 -2.165 14.749  0.31
131 H 20.127 -1.375 15.988  0.11
132 C 22.817 8.143 20.833  -1.09
133 C 23.913 7.611 19.910  0.78
134 C 23.532 6.318 19.244  -0.70
135 O 24.567 5.942 18.395  -0.36
136 C 24.268 4.882 17.531  -0.57
137 N 24.155 8.638 18.888  -0.80
138 H 22.708 7.418 21.650  0.07
139 H 21.891 8.163 20.255  0.34
140 H 22.977 9.118 21.280  0.38
141 H 24.829 7.448 20.505  0.22
142 H 22.556 6.496 18.760  0.37
143 H 23.300 5.539 19.988  0.10
144 H 25.023 4.841 16.742  0.05
145 H 23.267 4.973 17.101  0.63
146 H 24.355 3.890 18.009  0.06
147 H 24.637 9.443 19.273  0.27
148 H 24.780 8.301 18.156  0.22
149 C 24.151 -2.699 21.458  -1.29
150 C 24.487 -4.136 21.812  0.99
151 C 25.005 -4.230 23.241  -0.65
152 O 25.405 -5.527 23.578  -0.39
153 C 26.600 -5.905 22.983  -0.64
154 N 23.346 -5.045 21.566  -0.62
155 H 23.307 -2.341 22.052  0.56
156 H 23.964 -2.607 20.386  -0.03
157 H 24.980 -2.009 21.647  0.34
158 H 25.272 -4.453 21.113  -0.30
159 H 24.263 -3.921 23.976  0.34
160 H 25.877 -3.565 23.367  0.33
161 H 26.819 -6.931 23.262  0.28
162 H 27.425 -5.305 23.391  0.29
163 H 26.573 -5.802 21.897  0.26
164 H 23.562 -5.900 22.097  0.28
165 H 22.491 -4.744 22.040  0.28

Calculated values
Charge = +1
2S+1 = 3
Electronic energy = -79516.444 eV
Relative energy (zero: lowest compared OMol25 entry of this formula, charge and spin) = 38.74 kcal per mole
LUMO level (alpha / beta) = -2.51 / -4.49 eV
Gap between HOMO and LUMO (alpha / beta) = 8.21 / 6.23 eV

=====

3.
Computed, not measured: a gas-phase ion, C8H16N3 (charge +1) at a distorted geometry, with the ωB97M-V functional and the def2-TZVPD basis.

Each line ends with the Mulliken charge.
Positions of all 27 atoms, in Å:
1 C 0.327 1.109 1.476  0.19
2 C 0.786 0.270 0.646  -0.96
3 C -1.672 0.623 -0.667  0.19
4 C 0.499 -2.116 0.228  -1.66
5 C 2.624 -1.059 0.941  -1.76
6 C 1.883 -0.750 -1.486  -1.39
7 C -2.984 2.303 0.464  -1.12
8 C 1.390 -0.861 -0.005  2.04
9 N -0.825 1.947 1.183  -0.57
10 N -1.831 1.553 0.209  0.26
11 N -2.489 0.391 -1.666  -0.28
12 H 0.657 1.516 2.390  0.50
13 H 0.068 -1.996 1.284  0.38
14 H -0.229 -1.903 -0.555  0.46
15 H 0.996 -3.008 0.137  0.48
16 H 2.942 -0.038 1.268  0.42
17 H 2.104 -1.461 1.729  0.48
18 H 3.388 -1.600 0.515  0.46
19 H 1.632 0.105 -2.055  0.40
20 H 2.946 -0.903 -1.650  0.31
21 H 1.370 -1.619 -1.943  0.39
22 H -3.788 2.079 -0.126  0.41
23 H -3.288 2.490 1.482  0.29
24 H -2.795 3.326 0.115  0.43
25 H -1.205 2.206 2.061  0.26
26 H -2.114 -0.280 -2.333  0.26
27 H -3.345 0.798 -1.847  0.14

Calculated values
Charge = +1
Electronic energy = -13012.982 eV
Relative energy (zero: lowest compared OMol25 entry of this formula, charge and spin) = 148.64 kcal per mole
LUMO level (alpha / beta) = -5.02 / -5.02 eV
Gap between HOMO and LUMO (alpha / beta) = 7.77 / 7.77 eV